The following is a quantum chemistry calculation of a gas-phase ion, C19H17F4 (charge +1) at a distorted geometry, from the OMol25 dataset.

```
40
Properties=species:S:1:pos:R:3:forces:R:3
C 2.2980 -0.9611 2.6829 -0.20 -0.53 -0.15
C 1.1849 0.0295 2.8373 2.01 0.30 0.61
C 1.6818 1.4560 3.0462 -1.70 0.66 1.12
C -0.1442 -0.3964 2.7426 -0.78 -0.48 0.68
C -1.2582 0.4179 2.7351 0.65 -0.26 -0.88
C -2.6380 -0.0719 2.5380 -0.20 0.05 0.05
H 1.9398 -1.9899 2.5780 0.00 0.23 -0.07
H 2.9277 -0.7258 1.7998 -0.39 0.10 0.36
H 2.9860 -0.9451 3.5439 -0.30 0.28 -0.16
H 0.8068 2.0499 3.3092 -0.18 0.40 -1.08
H 2.2242 1.7405 2.1592 -0.27 0.31 -0.71
H -0.3829 -1.4751 2.7387 0.62 0.50 -0.28
H -1.0934 1.4792 2.7210 -0.04 0.46 0.20
H -3.3636 0.7327 2.4955 0.04 0.12 0.04
H -2.7563 -0.6696 1.6180 0.35 0.13 0.25
H -2.9195 -0.7320 3.3586 0.03 -0.18 0.12
F 1.1634 6.6868 4.1245 1.17 -0.79 0.10
C 2.1968 5.7941 3.9473 -0.83 0.36 0.27
C 3.2351 6.1631 3.1023 -0.12 -1.16 0.42
C 4.1942 5.1731 2.9111 1.05 0.59 -0.46
F 5.2914 5.4978 2.1340 -1.26 -0.52 0.94
C 4.0942 3.8840 3.4255 0.30 -0.17 -0.85
C 2.9443 3.5282 4.1315 -0.39 -1.39 -0.26
C 2.6264 1.9558 4.2170 0.92 0.42 0.88
C 2.0643 1.4820 5.5626 0.50 -0.10 -1.52
C 2.6591 0.3503 6.0814 0.12 -1.15 0.81
C 2.0013 -0.3251 7.1061 0.23 -0.92 0.55
F 2.5059 -1.5289 7.5523 -0.41 1.42 -0.52
C 0.8163 0.1208 7.6777 -0.10 0.03 -0.18
C 0.2918 1.2879 7.1363 -0.85 0.23 0.16
F -0.9108 1.7515 7.6042 1.10 -0.46 -0.34
C 0.8691 1.9644 6.0687 -0.64 0.14 0.09
C 2.0698 4.5355 4.5584 0.21 0.37 -1.03
H 3.2710 7.1094 2.5999 0.06 0.27 -0.01
H 4.8925 3.1562 3.1827 -0.69 0.48 0.07
H 3.5799 1.4620 3.9908 0.00 0.12 0.63
H 3.5841 -0.0877 5.6870 -0.40 0.35 0.16
H 0.2814 -0.4507 8.4414 0.33 0.30 -0.23
H 0.3233 2.7912 5.5944 0.27 -0.51 0.45
H 1.2867 4.3842 5.2798 -0.23 0.01 -0.23
```
Forces are in eV/Å.

Output
charge: +1
energy above the lowest of the compared OMol25 structures with the same formula, charge and spin: 39.2 kJ/mol
HOMO level: -12.19 eV
orbital gap: 5.9 eV
E: -30839.6934 eV